{"formula": "C15H20ClNO6", "method": "wB97M-V/def2-TZVPD", "species": ["O", "C", "O", "C", "C", "C", "C", "Cl", "C", "C", "C", "C", "C", "N", "C", "C", "C", "C", "O", "H", "H", "H", "H", "H", "H", "H", "H", "H", "H", "H", "H", "H", "H", "H", "H", "H", "H", "H", "H", "C", "O", "O", "O"], "xyz": [[2.33976, -3.80150, 1.82474], [2.45911, -2.88623, 1.09736], [2.66584, -1.55715, 1.42788], [2.47675, -0.66566, 0.26721], [3.95725, -0.50147, -0.24838], [4.34547, 0.94125, -0.77617], [3.15204, 1.92836, -0.97724], [1.98538, 1.42017, -2.27290], [1.73765, -1.67683, -0.66658], [0.18273, -1.86868, -0.49779], [-0.44118, -2.11021, -1.92742], [-1.81520, -1.38476, -2.18083], [-1.85355, 0.11491, -1.72433], [-2.53699, 0.33692, -0.45120], [-3.02555, -0.58234, 0.46522], [-3.60487, 0.08493, 1.60117], [-3.43670, 1.54776, 1.34683], [-2.79833, 1.61384, 0.06361], [2.36512, -2.93657, -0.31008], [1.93137, 0.20645, 0.68130], [4.11747, -1.23498, -1.07763], [4.68346, -0.76267, 0.56196], [4.82400, 0.81446, -1.78473], [5.10284, 1.42485, -0.11341], [2.64325, 2.18724, -0.01296], [3.59489, 2.89840, -1.32962], [2.04776, -1.42649, -1.70623], [-0.03297, -2.78027, 0.10962], [-0.23364, -0.98876, 0.04827], [-0.64272, -3.21386, -2.02080], [0.25320, -1.86324, -2.77320], [-2.64001, -2.01288, -1.75694], [-1.98921, -1.40297, -3.29417], [-2.23470, 0.77790, -2.54389], [-0.77888, 0.42246, -1.56265], [-2.94692, -1.67881, 0.30976], [-4.03993, -0.42465, 2.48065], [-3.74519, 2.40535, 2.02304], [-2.54318, 2.57587, -0.42253], [-3.88900, 4.05378, 4.54792], [-4.15602, 5.22047, 4.96287], [-3.31176, 3.14813, 5.26589], [-4.16887, 3.63747, 3.34639]], "forces_ev_per_a": [[0.426, -0.405, 0.447], [-0.093, 2.406, -2.127], [-0.771, -1.289, 0.670], [1.353, -2.367, 0.685], [0.141, 1.170, -0.418], [-0.509, -0.387, -0.825], [1.321, 1.066, 0.482], [0.446, 0.043, 0.748], [-0.420, 0.371, -0.244], [0.611, 0.406, -0.820], [-0.872, -0.341, 0.108], [-0.060, -0.203, -0.669], [1.019, -0.462, 0.217], [-0.812, 0.856, 0.483], [-0.872, -0.018, 1.676], [1.437, 0.905, -2.370], [0.545, -1.993, -1.696], [-0.944, 0.456, 2.218], [-0.085, 0.287, 1.413], [0.342, -0.525, -0.717], [-0.168, 0.542, 0.756], [-0.890, 0.132, -0.543], [-0.287, 0.232, 0.906], [-0.716, -0.263, -0.377], [0.022, -0.563, -1.050], [-0.542, -0.887, 0.168], [-0.529, -0.424, 0.650], [0.379, 0.842, -0.240], [0.054, -0.607, -0.593], [0.288, 0.951, -0.044], [-0.377, 0.031, 0.953], [0.610, 0.869, -0.169], [0.145, -0.008, 0.979], [-0.058, -0.559, 0.883], [-0.855, -0.147, -0.375], [0.007, 1.067, 0.009], [0.381, 0.561, -0.738], [0.288, -0.538, -0.119], [0.030, -1.105, -0.022], [0.551, -1.749, -0.270], [-0.195, 0.668, 0.123], [0.350, 0.237, 1.209], [-0.691, 0.739, -1.359]], "lowdin_charge": [0.179, -0.515, 0.026, -0.190, -0.125, -0.250, -0.574, 0.542, -0.264, -0.093, -0.188, -0.187, -0.166, -0.167, -0.159, -0.065, -0.030, -0.115, 0.020, 0.162, 0.117, 0.124, 0.099, 0.106, 0.088, 0.069, 0.119, 0.131, 0.120, 0.110, 0.102, 0.098, 0.102, 0.120, 0.088, 0.090, 0.084, 0.061, 0.103, -1.047, -0.219, -0.251, -0.254], "homo_lumo_gap_ev": 1.28, "total_charge": -2}